No. 1
C37H34N4O6P2S2Tc as an isolated structure in a non-equilibrium geometry, computed with ωB97M-V with the def2-TZVPD basis set.

Geometry as ORCA input:
```
! wB97M-V def2-TZVPD RIJCOSX def2/J DEFGRID3
* xyz 0 2
Tc -0.05 -1.34 -0.87
O -1.57 -3.54 -4.22
C -1.47 -2.63 -3.44
O -0.38 -2.31 -2.81
C -2.66 -1.71 -3.11
C -2.20 -0.24 -2.95
C -3.41 0.70 -3.05
C -4.10 0.41 -1.70
C -3.12 -0.59 -1.07
O -1.86 -0.13 -1.57
C -3.27 -1.98 -1.71
C -2.53 -3.04 -0.81
O -3.09 -4.10 -0.61
O -1.42 -2.67 -0.30
H -3.40 -1.83 -3.90
H -1.35 0.04 -3.58
H -4.04 0.49 -3.91
H -3.08 1.73 -3.11
H -5.09 -0.01 -1.80
H -4.15 1.31 -1.08
H -3.12 -0.61 0.02
H -4.30 -2.31 -1.78
N -0.34 0.70 2.13
P -1.90 1.21 1.50
C -1.49 2.98 1.26
C -1.47 3.47 -0.05
C -1.12 4.78 -0.29
C -0.78 5.61 0.76
C -0.81 5.14 2.06
C -1.16 3.82 2.31
C -2.86 1.36 3.05
C -4.03 2.11 2.96
C -4.91 2.19 4.03
C -4.64 1.50 5.20
C -3.49 0.73 5.29
C -2.61 0.66 4.23
P 0.66 0.07 0.90
C 2.20 -0.29 1.82
C 2.37 -0.16 3.19
C 3.60 -0.41 3.76
C 4.68 -0.78 2.98
C 4.52 -0.91 1.60
C 3.29 -0.66 1.03
C 1.23 1.52 -0.01
C 1.46 1.24 -1.38
C 1.99 2.26 -2.18
C 2.27 3.50 -1.64
C 2.05 3.75 -0.29
C 1.56 2.75 0.53
H -0.50 -0.05 2.80
H -1.72 2.80 -0.86
H -1.08 5.15 -1.31
H -0.50 6.64 0.57
H -0.55 5.79 2.88
H -1.18 3.45 3.32
H -4.25 2.64 2.05
H -5.81 2.79 3.95
H -5.33 1.54 6.03
H -3.29 0.18 6.20
H -1.72 0.06 4.34
H 1.54 0.15 3.80
H 3.73 -0.31 4.83
H 5.64 -0.97 3.43
H 5.36 -1.20 0.99
H 3.16 -0.75 -0.04
H 1.37 -0.13 -2.79
H 2.18 2.06 -3.23
H 2.66 4.28 -2.27
H 2.27 4.73 0.12
H 1.41 2.93 1.59
C 4.56 -3.93 -3.75
C 4.05 -4.43 -2.45
C 4.66 -5.44 -1.73
C 4.10 -5.79 -0.50
N 3.13 -5.09 0.04
C 2.58 -4.10 -0.65
S 1.45 -3.13 0.17
N 2.94 -3.84 -1.95
H 5.35 -4.56 -4.14
H 4.95 -2.92 -3.60
H 3.75 -3.85 -4.48
H 5.53 -5.94 -2.12
H 4.46 -6.63 0.07
O 1.90 -2.78 -4.12
S 1.45 -3.12 -2.78
N 1.13 0.00 -1.81
*
```

Computed properties:
Kohn-Sham gap (alpha / beta): 0.252 / 0.236 Eh
E: -3660.7161 hartree
HOMO (alpha / beta): -7.6848 / -7.7851 eV
⟨S²⟩: 0.991

Now the Löwdin charges, all in e: Tc 1.111; O 0.115; C -0.562; O -0.379; C -0.083; C -0.249; C -0.085; C -0.085; C -0.306; O -0.204; C -0.085; C -0.596; O 0.083; O -0.240; H 0.160; H 0.161; H 0.119; H 0.112; H 0.121; H 0.104; H 0.099; H 0.158; N -0.366; P 1.050; C -0.388; C -0.108; C -0.086; C -0.088; C -0.077; C -0.094; C -0.372; C -0.108; C -0.080; C -0.087; C -0.083; C -0.092; P 0.850; C -0.352; C -0.082; C -0.082; C -0.082; C -0.074; C -0.148; C -0.297; C -0.381; C -0.026; C -0.084; C -0.092; C -0.086; H 0.030; H 0.093; H 0.107; H 0.104; H 0.104; H 0.111; H 0.104; H 0.104; H 0.102; H 0.105; H 0.089; H 0.092; H 0.102; H 0.102; H 0.105; H 0.082; H 0.073; H 0.107; H 0.104; H 0.102; H 0.111; C -0.014; C -0.279; C -0.005; C -0.097; N 0.064; C -0.784; S 0.740; N -0.181; H 0.086; H 0.102; H 0.068; H 0.109; H 0.116; O -0.421; S 1.020; N -0.112



No. 2
C37H34N9O4RuSSe as an isolated structure in a non-equilibrium geometry, computed with ωB97M-V with the def2-TZVPD basis set.

Geometry as ORCA input:
```
! wB97M-V def2-TZVPD RIJCOSX def2/J DEFGRID3
* xyz 2 2
Ru 0.70 0.68 -1.64
C -3.48 -7.04 8.95
O -4.12 -5.88 8.43
C -3.57 -5.27 7.37
C -4.25 -4.14 6.90
C -3.77 -3.45 5.82
C -2.60 -3.86 5.17
C -1.93 -4.98 5.64
C -2.41 -5.69 6.73
C -2.05 -3.14 4.02
N -0.96 -3.47 3.36
C -0.85 -2.53 2.38
C -1.88 -1.62 2.43
N -2.65 -2.02 3.49
C -2.01 -0.55 1.50
C -3.06 0.38 1.48
C -3.06 1.35 0.51
C -2.03 1.39 -0.43
N -1.04 0.52 -0.45
C -1.01 -0.45 0.51
C 0.09 -1.37 0.46
N 1.00 -1.19 -0.53
C 1.97 -2.10 -0.62
C 2.10 -3.19 0.24
C 1.21 -3.35 1.26
C 0.16 -2.43 1.38
H -4.08 -7.36 9.80
H -2.47 -6.80 9.30
H -3.44 -7.83 8.21
H -5.16 -3.83 7.41
H -4.32 -2.57 5.49
H -1.03 -5.31 5.15
H -1.87 -6.56 7.08
H -3.50 -1.60 3.83
H -3.84 0.35 2.22
H -3.84 2.09 0.46
H -1.99 2.14 -1.20
H 2.69 -1.99 -1.42
H 2.92 -3.88 0.08
H 1.28 -4.17 1.96
C -4.18 5.09 -3.66
O -3.21 5.17 -4.70
C -2.07 4.48 -4.58
C -1.15 4.66 -5.63
C 0.03 3.99 -5.59
C 0.36 3.13 -4.52
C 1.67 2.55 -4.42
C 2.57 2.40 -5.61
O 2.09 2.15 -3.32
C -0.58 2.91 -3.48
O -0.49 2.01 -2.51
C -1.80 3.62 -3.53
H -4.96 5.79 -3.93
H -3.74 5.38 -2.70
H -4.59 4.08 -3.59
H -1.41 5.34 -6.43
H 0.75 4.15 -6.38
H 2.67 3.33 -6.17
H 2.12 1.68 -6.30
H 3.55 2.06 -5.30
H -2.53 3.44 -2.76
Se 0.06 -1.72 -4.80
N 1.68 -2.19 -5.30
C 2.54 -1.59 -4.50
C 3.97 -1.65 -4.51
C 4.64 -0.93 -3.57
C 3.94 -0.15 -2.60
N 2.64 -0.07 -2.55
C 1.95 -0.76 -3.51
N 0.64 -0.66 -3.49
H 4.49 -2.26 -5.25
H 5.72 -0.95 -3.53
H 4.49 0.40 -1.84
C 2.66 2.98 2.67
N 3.21 3.23 1.34
C 2.72 2.76 0.20
S 1.29 1.77 0.30
N 3.30 3.08 -0.94
C 4.45 3.97 -1.04
H 3.41 3.27 3.40
H 2.43 1.93 2.80
H 1.75 3.57 2.84
H 3.95 3.91 1.28
H 2.87 2.76 -1.80
H 5.34 3.54 -0.57
H 4.24 4.94 -0.59
H 4.66 4.13 -2.09
*
```

Computed properties:
Kohn-Sham gap (alpha / beta): 0.185 / 0.182 Eh
E: -5118.2190 hartree
HOMO (alpha / beta): -11.6484 / -11.6505 eV
⟨S²⟩: 0.756

Now the Löwdin charges, all in e: Ru 1.187; C -0.056; O -0.059; C -0.272; C 0.017; C -0.023; C -0.165; C -0.009; C 0.005; C -0.233; N 0.197; C -0.172; C -0.121; N 0.194; C -0.053; C 0.035; C -0.003; C -0.083; N -0.066; C -0.159; C -0.149; N -0.002; C -0.090; C -0.008; C 0.048; C -0.055; H 0.098; H 0.099; H 0.099; H 0.128; H 0.106; H 0.116; H 0.109; H 0.151; H 0.129; H 0.124; H 0.091; H 0.096; H 0.123; H 0.135; C -0.050; O -0.045; C -0.263; C 0.015; C -0.006; C -0.110; C -0.357; C 0.018; O -0.099; C -0.270; O -0.288; C 0.059; H 0.101; H 0.099; H 0.099; H 0.130; H 0.115; H 0.088; H 0.105; H 0.086; H 0.098; Se 1.271; N -0.185; C -0.367; C 0.048; C -0.005; C -0.078; N -0.027; C -0.504; N -0.283; H 0.136; H 0.121; H 0.132; C -0.078; N -0.025; C -0.699; S 0.811; N -0.019; C -0.039; H 0.097; H 0.068; H 0.093; H 0.129; H 0.071; H 0.099; H 0.100; H 0.098



Look up the ⟨S²⟩ of the second one. 0.756